Here is a structure of composition C19H42AuNO2P3S from the Open Molecules 2025 dataset. Energies are from the ωB97M-V functional and the def2-TZVPD basis.

```
69
Properties=species:S:1:pos:R:3:nbo_charge:R:1
Au -0.137 0.551 -1.131 0.5474
P -0.808 2.118 0.839 1.1178
P -2.186 -0.524 -1.111 0.9513
P 2.253 0.840 -0.596 0.8431
H 0.776 -2.156 -7.334 0.2494
C 1.741 -2.190 -6.783 -0.1834
C 2.190 -3.254 -6.094 -0.1533
H 1.546 -4.040 -5.694 0.2326
C -0.985 3.701 -0.066 -0.9680
C -2.400 1.884 1.704 -0.9638
C 0.374 2.304 2.214 -0.9947
C -2.416 -1.997 -2.133 -0.9547
C -2.922 -1.216 0.394 -0.9344
C -3.377 0.610 -1.875 -0.9548
C 3.592 0.254 -1.719 -0.9086
C 3.093 0.475 1.006 -0.9384
C 2.473 2.665 -0.779 -0.9348
H 2.317 -1.236 -6.768 0.2296
H 3.244 -3.305 -5.857 0.2363
H -1.273 4.523 0.605 0.2831
H -1.767 3.549 -0.828 0.2577
H -0.030 3.935 -0.560 0.2629
H -2.600 2.718 2.389 0.2858
H -2.341 0.967 2.301 0.2534
H -3.224 1.819 0.984 0.2562
H -0.049 2.981 2.966 0.2783
H 1.330 2.713 1.877 0.2545
H 0.548 1.322 2.687 0.3139
H -3.454 -2.336 -2.142 0.2703
H -1.759 -2.793 -1.796 0.2509
H -2.126 -1.708 -3.131 0.2445
H -3.999 -1.343 0.259 0.2641
H -2.728 -0.601 1.265 0.2406
H -2.456 -2.185 0.570 0.2772
H -4.391 0.205 -1.832 0.2646
H -3.107 0.764 -2.927 0.2558
H -3.352 1.583 -1.379 0.2405
H 4.546 0.755 -1.524 0.2673
H 3.280 0.439 -2.742 0.2287
H 3.699 -0.823 -1.598 0.2551
H 4.083 0.035 0.822 0.2682
H 2.487 -0.252 1.551 0.2833
H 3.235 1.354 1.647 0.2609
H 3.521 2.949 -0.945 0.2692
H 2.091 3.206 0.093 0.2345
H 1.885 2.962 -1.655 0.2353
C 0.737 -1.766 -4.178 -0.0851
C 0.921 -0.572 -4.878 -0.2207
C -0.165 -0.052 -5.557 -0.2211
C -1.373 -0.697 -5.534 -0.1432
C -1.480 -2.045 -5.168 -0.1988
C -0.357 -2.585 -4.551 -0.2413
S 1.965 -2.611 -3.164 0.0630
H 1.124 -2.773 -2.106 0.1629
H 1.913 -0.143 -4.927 0.2479
H -0.102 0.870 -6.122 0.2602
H -2.218 -0.082 -5.827 0.2505
H -2.441 -2.592 -5.146 0.2675
H -0.380 -3.634 -4.242 0.2512
N -0.248 -2.102 4.989 -0.6929
C -0.727 -2.396 3.628 -0.3489
C 0.032 -1.422 2.765 0.7496
O 0.838 -0.672 3.419 -0.7578
O -0.132 -1.487 1.525 -0.7500
H 0.436 -1.302 4.866 0.4803
H 0.186 -2.904 5.428 0.4388
H -1.019 -1.835 5.599 0.4324
H -0.542 -3.439 3.431 0.2506
H -1.788 -2.203 3.614 0.2296
```

Calculated values
Multiplicity = 3
<S²> = 2.014
Charge = +3
Calculated total energy = -2511.29554 Ha